(1)
Entry from the Open Molecules 2025 dataset: a structure of composition C33H45BF9MgN2O8P4S2 at a distorted geometry (ωB97M-V with the def2-TZVPD basis set).

## Properties
Kohn-Sham gap: 4.0 eV
Charge: +1

Each line ends with the Mulliken charge.
Geometry (Å):
C (3.9510, -3.8211, 2.6938)  -1.307
C (4.4236, -2.5278, 1.8920)  0.520
C (4.2093, -2.6354, 0.3222)  -0.937
C (2.7141, -2.9764, -0.1009)  -0.111
C (2.0042, -1.8848, -1.0158)  -0.644
N (1.0755, -0.9619, -0.2885)  1.628
C (-0.2926, -1.4370, -0.2640)  -1.470
C (-0.8367, -2.1316, 0.9620)  0.721
P (0.1889, -2.4000, 2.5023)  0.474
P (-0.9060, -1.3660, 4.1150)  0.904
O (-1.8151, -0.3546, 3.4905)  -0.553
O (0.1156, -0.7226, 5.2238)  -0.192
O (-1.8440, -2.5760, 4.8482)  -0.506
C (-2.2686, -2.6275, 1.0333)  -0.961
C (-3.2011, -2.4521, -0.1094)  0.371
C (-4.6969, -2.9145, -0.0359)  -1.128
C (-5.7084, -1.8422, -0.6168)  -0.808
C (-5.4411, -0.3447, -0.1590)  -0.137
C (-6.6643, 0.3068, 0.6617)  -0.854
N (-6.8420, 1.7417, 0.3422)  0.118
C (-7.4066, 2.5134, 1.4850)  -0.851
C (-7.6420, 1.9469, -0.8611)  0.324
C (-9.0309, 1.2731, -1.1781)  -0.853
O (-7.2115, 2.7371, -1.6737)  -0.550
C (-2.6927, -1.7760, -1.3452)  -0.456
C (-1.2865, -1.2952, -1.3973)  0.736
S (-0.6350, -0.4242, -2.8859)  -0.348
C (0.4641, 0.8276, -2.1284)  0.801
C (0.5793, 2.1959, -2.7321)  0.486
P (-0.3145, 2.8412, -4.2530)  0.199
C (-0.5141, 1.5227, -5.5748)  -0.801
O (-1.8777, 3.2511, -3.6746)  -0.462
C (1.4815, 3.1658, -2.0310)  -1.091
C (2.2384, 2.8146, -0.7745)  -0.236
S (3.2394, 4.1469, -0.0464)  1.079
O (4.4911, 3.7157, 0.5709)  -0.556
O (3.5517, 5.0749, -1.1508)  -0.626
C (2.1133, 5.0972, 1.0911)  0.683
F (2.7823, 6.0729, 1.7715)  -0.184
F (1.0647, 5.6361, 0.3552)  -0.200
F (1.5189, 4.2321, 2.0042)  -0.193
C (2.0792, 1.4330, -0.2221)  0.383
B (2.8466, 1.0152, 1.1500)  0.484
C (1.9689, 1.0259, 2.5267)  -0.429
O (4.2243, 0.6838, 1.1826)  -0.668
C (1.1933, 0.3832, -0.8661)  -1.598
H (4.1978, -4.7650, 2.1209)  0.333
H (4.3097, -3.8575, 3.7696)  0.534
H (2.7982, -3.7897, 2.7292)  0.188
H (5.5412, -2.4191, 2.0658)  0.472
H (3.8824, -1.6076, 2.2626)  -0.481
H (4.5178, -1.6534, -0.1414)  0.409
H (4.9416, -3.4172, -0.0623)  0.428
H (2.7595, -3.9280, -0.7208)  0.373
H (2.1394, -3.2425, 0.8311)  -0.078
H (2.8083, -1.2434, -1.4819)  0.559
H (1.5032, -2.4535, -1.8648)  0.365
H (1.4972, -1.8369, 2.3175)  -0.549
H (-0.2862, -0.6960, 6.1188)  0.357
H (-1.7602, -3.3865, 4.3021)  0.404
H (-2.6521, -3.1150, 1.9649)  0.038
H (-4.8969, -3.9048, -0.5555)  0.359
H (-4.9377, -3.0860, 1.0638)  0.313
H (-5.7066, -1.8494, -1.7533)  0.323
H (-6.7575, -2.1586, -0.3186)  0.490
H (-5.2729, 0.2791, -1.0922)  0.231
H (-4.5302, -0.1972, 0.4843)  0.316
H (-7.6025, -0.3068, 0.5293)  0.198
H (-6.3473, 0.2475, 1.7507)  0.455
H (-6.6757, 3.3287, 1.7787)  0.245
H (-8.3790, 3.0231, 1.1936)  0.295
H (-7.6072, 1.8951, 2.4043)  0.383
H (-9.1050, 0.2021, -0.8283)  0.303
H (-9.1282, 1.2561, -2.3096)  0.306
H (-9.8998, 1.9046, -0.8186)  0.267
H (-3.3505, -1.5935, -2.2450)  0.308
H (0.3808, 0.8560, -5.7188)  0.248
H (-0.7550, 1.9646, -6.5922)  0.340
H (-1.4159, 0.8860, -5.2849)  0.266
H (-2.4281, 2.4503, -3.5837)  0.310
H (1.5704, 4.2130, -2.4350)  0.345
H (2.6337, 1.1675, 3.4406)  0.386
H (1.3808, 0.0757, 2.6741)  -0.082
H (1.1975, 1.8593, 2.4682)  0.222
H (4.4450, 0.5861, 2.1308)  0.266
F (4.5785, -0.6837, 8.1560)  -0.305
P (3.2377, -1.4006, 7.6087)  0.859
F (2.4148, -0.1935, 8.3112)  -0.326
F (3.1664, -2.1632, 9.0309)  -0.311
F (2.0034, -1.1064, 6.5918)  -0.140
F (3.0374, -2.9898, 7.1991)  -0.364
F (4.1998, -1.3041, 6.2790)  -0.328
C (4.7195, 1.2825, -4.6918)  -0.358
C (3.5243, 1.3172, -5.3996)  0.243
C (3.5361, 1.2733, -6.7883)  -0.349
C (4.7439, 1.1848, -7.4696)  -0.450
C (5.9390, 1.1463, -6.7619)  -0.430
C (5.9275, 1.1994, -5.3733)  -0.529
H (4.7098, 1.3204, -3.6079)  0.447
H (2.5811, 1.3797, -4.8670)  -0.029
H (2.6035, 1.3073, -7.3406)  0.371
H (4.7534, 1.1458, -8.5526)  0.364
H (6.8810, 1.0757, -7.2935)  0.361
H (6.8602, 1.1751, -4.8219)  0.380
Mg (2.1818, -2.8365, 4.3584)  1.242



(2)
Entry from the Open Molecules 2025 dataset: a structure of composition C33H45BrHgNO2P2 at a distorted geometry (ωB97M-V with the def2-TZVPD basis set).

## Properties
Kohn-Sham gap (spin up / spin down): 2.7 / 3.2 eV
2S+1: 2
Charge: -2
⟨S²⟩: 0.774

Each line ends with the Mulliken charge.
Geometry (Å):
Hg (1.9805, -2.7524, 0.3845)  -0.331
C (4.6846, 0.1856, -2.0336)  -1.838
C (3.3630, -0.5220, -1.6521)  0.568
C (2.2725, -0.2800, -2.7070)  -1.372
P (2.5312, -0.1987, 0.0679)  0.529
C (3.8852, 0.2539, 1.2116)  0.646
C (3.2766, 0.9816, 2.3960)  -1.645
C (4.5913, -1.0651, 1.6729)  -1.353
C (1.9339, 1.5554, -0.3104)  0.116
C (2.7734, 2.3369, -1.0729)  0.461
C (2.4005, 3.5994, -1.5888)  0.249
C (3.2553, 4.4020, -2.5891)  -1.459
C (1.2064, 4.1614, -1.1282)  -1.127
C (0.4080, 3.4486, -0.2775)  -0.681
C (0.7197, 2.1252, 0.2291)  -0.238
N (-0.0606, 1.4813, 1.1285)  0.054
C (-1.0973, 2.1194, 1.7260)  -0.987
C (-1.0117, 2.8673, 2.9828)  -0.777
C (-1.9713, 3.8951, 3.2476)  -0.608
C (-3.0375, 4.1540, 2.3332)  1.001
C (-3.8218, 5.4883, 2.5669)  -1.642
C (-3.2056, 3.2973, 1.1767)  -0.169
C (-2.4489, 2.1424, 1.1303)  0.421
P (-3.2576, 0.6759, 0.5100)  -0.096
C (-2.6252, 0.6096, -1.2024)  2.073
C (-2.5305, -0.8520, -1.6493)  -1.697
C (-3.2063, 1.5773, -2.3054)  -1.361
C (-5.1785, 0.5294, 0.8359)  0.574
C (-6.0259, 1.8329, 0.5514)  -1.533
C (-5.6108, -0.1896, 2.1547)  -1.500
H (5.2713, -0.4647, -2.6694)  0.484
H (5.3639, 0.4749, -1.2030)  0.245
H (4.5245, 1.0951, -2.6790)  0.358
H (3.5832, -1.5722, -1.5926)  0.829
H (1.6109, 0.5387, -2.4264)  0.207
H (1.6925, -1.1665, -2.8918)  0.317
H (2.6957, -0.0276, -3.7018)  0.404
H (4.6055, 0.9106, 0.7033)  0.227
H (3.9546, 1.1280, 3.2589)  0.487
H (2.3810, 0.5311, 2.7621)  0.380
H (2.9695, 2.0010, 2.0926)  0.301
H (3.7808, -1.7992, 1.7900)  -0.005
H (5.0123, -0.9499, 2.6422)  0.500
H (5.3217, -1.4860, 0.9302)  0.235
H (3.7931, 2.0285, -1.2354)  0.753
H (3.4064, 3.8996, -3.5234)  0.308
H (4.1823, 4.8337, -2.0842)  0.277
H (2.6553, 5.3094, -2.7775)  0.332
H (0.8202, 5.1282, -1.5003)  0.135
H (-0.5546, 3.9022, 0.0552)  0.100
H (-0.1934, 2.6064, 3.6477)  0.418
H (-1.8653, 4.5903, 4.1010)  0.229
H (-3.0224, 6.1752, 2.8585)  0.413
H (-4.5292, 5.3739, 3.3780)  0.290
H (-4.2838, 5.8074, 1.6497)  0.389
H (-3.9909, 3.4897, 0.4011)  -0.037
H (-1.6048, 0.9063, -0.9551)  -0.875
H (-3.3855, -1.4821, -1.6614)  0.290
H (-1.8529, -1.3283, -0.9493)  0.524
H (-2.1038, -0.9044, -2.6822)  0.379
H (-3.5335, 2.5647, -1.8572)  0.258
H (-4.1502, 1.1479, -2.7452)  0.311
H (-2.4000, 1.7359, -3.0271)  0.416
H (-5.4345, -0.1291, -0.0393)  0.340
H (-5.8536, 2.5728, 1.3467)  0.307
H (-7.0709, 1.7258, 0.3574)  0.524
H (-5.7156, 2.1784, -0.4331)  0.274
H (-4.8241, -0.3690, 2.8484)  0.399
H (-6.2750, -1.0165, 2.0911)  0.343
H (-6.2628, 0.4990, 2.7064)  0.400
H (-2.8240, -0.1752, 1.4729)  0.032
Br (1.2392, -9.4973, 2.6036)  -0.227
C (1.4107, -8.7243, 0.8780)  0.034
C (1.7535, -9.5426, -0.1673)  -0.224
C (1.6415, -9.0891, -1.5282)  -0.493
C (1.2545, -7.7967, -1.7671)  -0.453
C (1.0726, -6.8692, -0.6722)  0.057
C (1.1349, -7.3833, 0.6013)  -0.066
C (1.2577, -5.3547, -0.8838)  0.428
O (1.0301, -4.5956, 0.1610)  -0.504
O (1.6841, -4.9607, -1.9600)  -0.646
H (2.2717, -10.4517, 0.1180)  0.315
H (1.9291, -9.7286, -2.3407)  0.361
H (1.2117, -7.4220, -2.7879)  0.349
H (1.0218, -6.7291, 1.4976)  0.292